The following is a quantum chemistry calculation of 2 unconnected molecules or ions with the total composition C16H29NO, from the Open Molecules 2025 dataset.

```
47
C16H29NO, DFT wB97M-V/def2-TZVPD
C 2.418 1.744 -1.691
O 2.733 1.772 -0.320
C 1.646 1.546 0.546
C 1.946 0.402 1.513
N 1.385 -0.873 1.037
C 1.258 2.829 1.308
C 1.530 4.093 0.546
C 0.549 4.702 -0.238
C 0.808 5.874 -0.945
C 2.069 6.460 -0.873
C 3.063 5.867 -0.097
C 2.787 4.696 0.601
H 3.211 2.263 -2.219
H 2.382 0.723 -2.078
H 1.463 2.221 -1.911
H 0.774 1.224 -0.030
H 3.016 0.313 1.671
H 1.512 0.672 2.481
H 1.385 -1.513 1.824
H 0.401 -0.741 0.828
H 0.200 2.776 1.555
H 1.791 2.879 2.255
H -0.435 4.255 -0.290
H 0.037 6.335 -1.540
H 2.269 7.368 -1.421
H 4.034 6.330 -0.045
H 3.573 4.253 1.196
C -2.061 -1.730 -1.193
C -1.445 -3.127 -1.177
C -2.475 -4.246 -1.317
C -3.507 -4.316 -0.190
C -2.919 -4.472 1.211
C -2.120 -5.759 1.397
H -2.746 -1.580 -0.357
H -1.282 -0.969 -1.124
H -2.612 -1.560 -2.120
H -0.864 -3.260 -0.260
H -0.732 -3.206 -2.001
H -1.949 -5.202 -1.391
H -3.006 -4.123 -2.266
H -4.178 -5.157 -0.389
H -4.135 -3.421 -0.214
H -3.740 -4.458 1.934
H -2.288 -3.612 1.453
H -2.742 -6.634 1.198
H -1.746 -5.839 2.418
H -1.258 -5.799 0.729
```

Computed properties:
E_LUMO ... 0.748 eV
HOMO energy ... -9.0 eV
Spin multiplicity ... 1
SMILES ... CO[C@@H](CN)Cc1ccccc1.CCCCCC
Energy relative to the best compared isomer or geometry (same formula, charge and spin) ... 127.75 kJ/mol
Charge ... 0


The following is a quantum chemistry calculation of 3 unconnected molecules or ions with the total composition C16H29NO9 at a distorted geometry, from the Open Molecules 2025 dataset.

```
55
C16H29NO9, DFT wB97M-V/def2-TZVPD
C 2.949 -0.392 -1.124
C 2.448 0.857 -1.872
C 2.663 0.567 -3.352
C 3.323 2.037 -1.449
C 2.849 3.323 -2.124
C 3.658 4.498 -1.477
O 3.017 5.526 -1.124
O 4.883 4.287 -1.378
C 1.369 3.551 -1.822
C 0.424 2.335 -1.990
C -0.810 2.614 -1.120
C -0.139 2.201 -3.406
N 1.021 1.054 -1.504
O 0.847 0.871 -0.240
H 3.252 -0.133 -0.120
H 2.189 -1.163 -1.078
H 3.821 -0.780 -1.635
H 2.417 1.414 -3.977
H 2.064 -0.285 -3.663
H 3.707 0.362 -3.532
H 4.322 1.834 -1.811
H 3.399 2.147 -0.375
H 3.079 3.340 -3.182
H 1.223 3.975 -0.844
H 1.024 4.305 -2.519
H -1.414 1.727 -0.992
H -1.375 3.402 -1.605
H -0.529 3.004 -0.155
H 0.524 1.683 -4.086
H -0.434 3.166 -3.791
H -1.041 1.599 -3.331
C -1.873 -1.074 1.004
O -3.232 -1.549 0.995
C -4.136 -0.619 1.282
O -3.920 0.532 1.541
O -5.346 -1.192 1.234
C -6.418 -0.298 1.524
H -1.235 -1.917 0.762
H -1.727 -0.297 0.258
H -1.602 -0.703 1.990
H -6.450 0.514 0.799
H -6.324 0.104 2.531
H -7.334 -0.879 1.453
C 1.034 -4.987 5.536
O -0.091 -5.445 4.785
C -0.433 -4.638 3.778
O 0.116 -3.612 3.484
O -1.486 -5.168 3.161
C -1.954 -4.394 2.052
H 1.206 -5.723 6.316
H 1.917 -4.919 4.903
H 0.825 -4.021 5.992
H -1.183 -4.310 1.288
H -2.276 -3.410 2.378
H -2.807 -4.919 1.633
```

Computed properties:
E_LUMO (spin up / spin down) ... 2.157 / 2.156 eV
HOMO energy (spin up / spin down) ... -4.3 / -4.3 eV
Spin multiplicity ... 2
Charge ... -1


The following is a quantum chemistry calculation of a molecular structure, C16H29OSc at a distorted geometry, from the Open Molecules 2025 dataset.

```
47
C16H29OSc, DFT wB97M-V/def2-TZVPD
C 1.475 1.987 -0.677
H 2.214 2.111 0.109
H 2.000 1.779 -1.603
H 1.604 -0.341 0.755
C 0.293 2.930 -0.615
H -0.763 2.503 -0.775
H 0.340 3.336 0.430
C 0.514 3.977 -1.693
H -0.392 4.631 -1.668
H 1.464 4.422 -1.514
H 0.542 3.412 -2.658
C -0.865 -1.748 -0.084
C -1.503 -1.007 -1.101
C -0.562 -0.657 -2.098
C 0.682 -1.210 -1.703
C 0.498 -1.852 -0.423
C 1.535 -2.552 0.380
C 1.910 -1.192 -2.521
C -0.843 0.112 -3.329
C -2.969 -0.667 -1.131
C -1.545 -2.378 1.078
Sc 0.317 0.652 0.004
H 2.844 -1.359 -1.951
H 1.810 -2.011 -3.237
H 2.064 -0.267 -3.079
H 2.539 -2.370 0.025
H 1.556 -2.289 1.453
H 1.330 -3.619 0.312
H -2.558 -2.052 1.183
H -1.563 -3.470 0.926
H -1.057 -2.207 2.031
H -3.194 0.214 -1.724
H -3.508 -1.525 -1.557
H -3.412 -0.462 -0.142
H -0.125 0.909 -3.556
H -0.831 -0.601 -4.150
H -1.812 0.599 -3.316
C -1.040 0.815 4.142
C 0.008 0.439 3.217
C 1.044 -0.477 3.641
O -0.069 0.912 2.065
H -0.643 0.654 5.119
H -1.938 0.230 4.023
H -1.344 1.862 4.049
H 0.810 -1.518 3.431
H 1.997 -0.248 3.215
H 1.145 -0.406 4.722
```

Computed properties:
E_LUMO (spin up / spin down) ... -10.055 / -9.872 eV
HOMO energy (spin up / spin down) ... -15.5 / -15.6 eV
Spin multiplicity ... 1
Energy relative to the best compared isomer or geometry (same formula, charge and spin) ... 476.46 kJ/mol
Charge ... +2


The following is a quantum chemistry calculation of a molecular structure, C16H30AsCl2O2PdS4SbSi3, from the Open Molecules 2025 dataset.

```
60
C16H30AsCl2O2PdS4SbSi3, DFT wB97M-V/def2-TZVPD
Pd -0.655 -0.729 -1.143
S -0.671 -5.280 -2.142
As -0.723 -3.785 -0.682
S -2.391 -2.366 -1.048
S 1.121 -2.530 -0.966
S -0.797 -4.298 1.372
Cl 4.896 -1.434 -6.000
C 3.712 -0.793 -4.885
C 4.085 0.245 -4.027
C 3.167 0.749 -3.145
Cl 3.649 2.077 -2.132
C 1.813 0.268 -3.020
O 1.026 0.737 -2.156
C 1.477 -0.751 -3.988
C 0.125 -1.236 -4.135
O -0.878 -0.818 -3.578
C 2.431 -1.275 -4.868
H 5.087 0.650 -4.058
H 0.019 -2.060 -4.868
H 2.134 -2.068 -5.545
C -3.098 -1.624 2.686
Si -1.412 -0.984 3.272
C -1.630 0.649 4.232
C -0.617 -2.208 4.479
Sb 0.163 -0.835 1.239
Si 1.861 1.012 1.560
C 1.441 2.595 0.610
C 2.017 1.437 3.390
C 3.501 0.275 0.968
Si -2.236 0.957 -0.895
C -1.783 2.258 -2.218
C -2.361 1.914 0.760
C -4.032 0.423 -1.238
H -3.758 -1.813 3.539
H -2.958 -2.554 2.131
H -3.589 -0.910 2.022
H -2.332 0.482 5.056
H -2.020 1.456 3.610
H -0.683 0.973 4.665
H -1.307 -2.454 5.292
H 0.288 -1.780 4.918
H -0.353 -3.123 3.949
H 0.678 3.178 1.132
H 1.093 2.353 -0.395
H 2.337 3.215 0.510
H 1.134 1.971 3.746
H 2.891 2.077 3.549
H 2.131 0.538 3.998
H 3.371 -0.233 0.011
H 3.861 -0.460 1.691
H 4.264 1.048 0.839
H -1.211 3.080 -1.779
H -2.697 2.671 -2.660
H -1.175 1.814 -3.004
H -1.388 2.165 1.190
H -2.918 1.327 1.495
H -2.913 2.846 0.591
H -4.116 -0.050 -2.218
H -4.686 1.303 -1.215
H -4.387 -0.294 -0.494
```

Computed properties:
E_LUMO (spin up / spin down) ... 4.230 / 3.994 eV
HOMO energy (spin up / spin down) ... -1.3 / -1.7 eV
Spin multiplicity ... 3
Energy relative to the best compared isomer or geometry (same formula, charge and spin) ... 0.00 kJ/mol
Charge ... -2


The following is a quantum chemistry calculation of a molecular structure, C16H30Br18Cl2P2S, from the Open Molecules 2025 dataset.

```
69
C16H30Br18Cl2P2S, DFT wB97M-V/def2-TZVPD
C -0.938 -5.431 1.554
C -1.303 -4.089 2.228
C -1.808 -3.004 1.241
C -0.756 -1.920 0.922
C -1.369 -0.618 0.358
C -0.476 0.635 0.575
C -1.211 1.860 1.206
P -0.898 2.068 3.003
P -2.405 0.382 3.658
S -2.598 0.479 5.609
C 0.373 3.515 2.891
Cl -0.468 4.985 2.225
C 1.737 3.325 2.191
C 1.752 3.313 0.652
Cl 2.513 1.794 2.781
H -1.122 -6.280 2.227
H -1.529 -5.590 0.638
H 0.124 -5.464 1.269
H -2.061 -4.266 3.003
H -0.413 -3.707 2.756
H -2.701 -2.506 1.655
H -2.129 -3.493 0.306
H -0.009 -2.311 0.214
H -0.198 -1.683 1.850
H -2.365 -0.466 0.805
H -1.549 -0.745 -0.724
H -0.080 0.970 -0.400
H 0.409 0.359 1.172
H -0.948 2.793 0.694
H -2.301 1.729 1.094
H -1.767 2.911 3.731
H 0.011 1.323 3.785
H -3.631 0.484 2.942
H -1.960 -0.888 3.206
H 0.574 3.775 3.948
H 2.416 4.109 2.559
H 2.695 3.740 0.285
H 1.685 2.284 0.268
H 0.931 3.900 0.229
C -5.374 -3.421 -1.163
Br -5.400 -3.844 0.711
Br -4.505 -1.733 -1.493
Br -4.564 -4.835 -2.190
H -6.399 -3.323 -1.491
C 2.479 -0.128 -1.513
Br 3.972 0.514 -2.536
Br 1.409 -1.382 -2.511
Br 3.023 -0.857 0.181
H 1.847 0.727 -1.308
C 2.694 5.717 -2.348
Br 0.904 6.172 -1.801
Br 3.997 6.228 -1.028
Br 2.869 3.847 -2.785
H 2.895 6.278 -3.250
C 4.193 1.772 -6.501
Br 2.349 1.608 -5.982
Br 5.124 3.019 -5.364
Br 5.071 0.061 -6.531
H 4.217 2.169 -7.507
C 6.659 4.366 1.811
Br 8.131 4.570 0.589
Br 5.937 6.076 2.333
Br 5.290 3.228 1.086
H 7.041 3.890 2.704
C -6.057 -7.681 -4.127
Br -4.155 -7.651 -4.430
Br -7.006 -8.354 -5.658
Br -6.500 -8.650 -2.527
H -6.368 -6.655 -3.977
```

Computed properties:
E_LUMO ... -0.279 eV
HOMO energy ... -7.7 eV
Spin multiplicity ... 1
Energy relative to the best compared isomer or geometry (same formula, charge and spin) ... 0.00 kJ/mol
Charge ... 0


The following is a quantum chemistry calculation of a molecular structure, C16H30Br2FN2O6S2 at a distorted geometry, from the Open Molecules 2025 dataset.

```
59
C16H30Br2FN2O6S2, DFT wB97M-V/def2-TZVPD
C -6.336 0.337 1.966
C -6.768 1.822 2.128
C -5.602 2.858 2.200
C -5.099 3.354 0.791
C -4.404 2.211 -0.020
C -3.314 2.702 -1.040
C -1.877 2.199 -0.664
C -1.335 1.047 -1.559
C 0.122 0.678 -1.033
C 0.340 -0.871 -0.932
C 1.882 -1.153 -1.067
C 2.669 -0.492 0.108
S 3.904 -1.608 0.874
O 3.672 -2.995 0.475
O 3.713 -1.476 2.314
N 5.395 -1.144 0.299
S 6.606 -1.408 1.351
O 7.863 -1.559 0.614
O 6.452 -2.534 2.240
C 6.832 0.150 2.351
O 6.348 0.298 3.395
N 7.669 1.215 1.759
C 6.802 2.082 1.009
O 7.269 2.964 0.401
F 5.480 1.854 0.993
H -5.809 -0.072 2.854
H -7.264 -0.258 1.792
H -5.687 0.140 1.092
H -7.513 2.156 1.373
H -7.301 1.884 3.109
H -6.023 3.771 2.688
H -4.743 2.542 2.826
H -4.400 4.195 0.978
H -5.958 3.753 0.202
H -5.210 1.645 -0.541
H -3.930 1.522 0.712
H -3.319 3.814 -1.046
H -3.619 2.385 -2.061
H -1.794 1.968 0.421
H -1.193 3.068 -0.827
H -1.202 1.442 -2.591
H -1.987 0.150 -1.584
H 0.237 1.148 -0.033
H 0.848 1.135 -1.743
H -0.253 -1.407 -1.728
H 0.012 -1.242 0.065
H 2.192 -0.627 -2.002
H 2.094 -2.227 -1.214
H 1.937 -0.207 0.892
H 3.196 0.417 -0.239
H 8.262 0.777 1.040
Br -0.253 -3.965 -1.983
C 0.513 -5.429 -3.010
C 2.009 -5.491 -2.836
Br 2.900 -4.108 -3.877
H 0.208 -5.287 -4.044
H 0.043 -6.330 -2.619
H 2.400 -6.433 -3.218
H 2.326 -5.363 -1.803
```

Computed properties:
E_LUMO ... 2.173 eV
HOMO energy ... -6.0 eV
Spin multiplicity ... 1
Energy relative to the best compared isomer or geometry (same formula, charge and spin) ... 0.00 kJ/mol
Charge ... -1


The following is a quantum chemistry calculation of 8 unconnected molecules or ions with the total composition C16H30Cl14N3 at a distorted geometry, from the Open Molecules 2025 dataset.

```
63
C16H30Cl14N3, DFT wB97M-V/def2-TZVPD
N 0.564 1.276 1.966
C 0.782 1.019 0.494
C 0.258 2.186 -0.520
C 0.048 3.668 0.137
C -1.253 4.348 -0.666
C -2.529 4.263 0.409
C -2.997 2.682 0.693
C -3.969 2.044 -0.450
C -4.328 0.449 -0.076
C -3.586 0.037 1.323
N -2.746 0.801 2.263
N -2.464 2.091 1.949
H 1.498 1.522 2.395
H 0.285 0.380 2.442
H 1.917 0.701 0.340
H 0.157 0.036 0.234
H 1.100 2.308 -1.357
H -0.691 1.778 -1.114
H -0.239 3.687 1.270
H 0.964 4.349 -0.134
H -1.055 5.456 -0.998
H -1.572 3.713 -1.616
H -3.474 4.846 0.013
H -2.227 4.766 1.431
H -4.381 2.581 -1.413
H -4.982 -0.238 -0.761
H -3.763 -1.103 1.638
H -1.849 2.648 2.616
C 4.185 -1.641 1.797
Cl 4.970 -0.078 1.541
Cl 2.490 -1.435 2.255
H 4.236 -2.221 0.872
H 4.707 -2.174 2.596
C 5.685 -4.850 3.561
Cl 6.470 -3.287 3.304
Cl 3.990 -4.644 4.019
H 5.736 -5.430 2.636
H 6.207 -5.383 4.359
C 7.063 0.021 -1.261
Cl 8.505 0.290 -2.247
Cl 6.354 -1.565 -1.589
H 7.340 0.075 -0.205
H 6.326 0.795 -1.490
C -7.547 2.713 0.668
Cl -6.375 1.706 -0.191
Cl -9.188 2.422 0.078
H -7.506 2.477 1.734
H -7.295 3.764 0.513
C 10.590 -0.248 -5.404
Cl 10.692 0.163 -7.120
Cl 12.132 0.038 -4.589
H 9.820 0.370 -4.936
H 10.325 -1.303 -5.306
C -4.367 -4.360 0.333
Cl -3.465 -5.288 1.538
Cl -4.210 -2.623 0.621
H -3.977 -4.593 -0.660
H -5.423 -4.636 0.389
C -7.710 -4.291 -2.148
Cl -7.278 -5.324 -0.780
Cl -6.502 -3.024 -2.395
H -7.773 -4.904 -3.050
H -8.679 -3.826 -1.950
```

Computed properties:
E_LUMO ... -4.727 eV
HOMO energy ... -11.9 eV
Spin multiplicity ... 1
Charge ... +1


The following is a quantum chemistry calculation of a molecular structure, C16H30Cl2KN5O6P2S at a distorted geometry, from the Open Molecules 2025 dataset.

```
63
C16H30Cl2KN5O6P2S, DFT wB97M-V/def2-TZVPD
K -1.434 -0.534 -1.579
C 0.623 -3.958 0.271
N 1.814 -3.139 0.163
C 2.877 -3.860 -0.516
P 1.490 -1.617 -0.525
O 0.529 -1.676 -1.629
O 0.918 -0.800 0.780
P -0.547 -0.934 1.418
O -1.595 -1.393 0.492
N -0.789 0.571 2.143
C -0.490 1.791 1.416
C -2.115 0.575 2.736
N -0.314 -1.979 2.684
C -1.291 -2.965 3.076
C 0.693 -1.672 3.672
N 2.987 -1.004 -0.797
C 3.351 -0.555 -2.126
C 3.759 -0.473 0.308
H 0.818 -4.786 0.955
H 0.321 -4.361 -0.702
H -0.197 -3.361 0.658
H 3.108 -4.761 0.054
H 3.763 -3.236 -0.566
H 2.591 -4.151 -1.533
H 0.463 1.689 0.898
H -0.420 2.618 2.129
H -1.264 2.036 0.676
H -2.293 -0.395 3.197
H -2.901 0.750 1.993
H -2.176 1.346 3.504
H -2.075 -3.007 2.322
H -1.735 -2.714 4.048
H -0.816 -3.947 3.159
H 1.301 -0.851 3.300
H 1.324 -2.551 3.839
H 0.235 -1.380 4.624
H 2.677 -1.026 -2.840
H 4.380 -0.861 -2.339
H 3.267 0.526 -2.245
H 3.450 -0.982 1.219
H 3.602 0.601 0.424
H 4.822 -0.658 0.134
Cl -5.789 0.357 -2.229
C -5.689 -1.355 -1.816
Cl -3.988 -1.849 -1.677
H -6.158 -1.936 -2.609
H -6.173 -1.509 -0.853
O 2.038 2.217 -3.057
S 1.185 2.196 -1.900
O 1.842 1.806 -0.669
N -0.147 1.317 -2.114
C -1.248 2.042 -2.057
O -2.386 1.559 -2.058
C -0.988 3.515 -1.937
C -1.903 4.552 -2.020
C -1.439 5.853 -1.881
C -0.096 6.104 -1.635
C 0.823 5.063 -1.567
C 0.355 3.781 -1.735
H -2.942 4.329 -2.206
H -2.131 6.677 -1.971
H 0.254 7.117 -1.507
H 1.873 5.248 -1.396
```

Computed properties:
E_LUMO ... 0.296 eV
HOMO energy ... -8.9 eV
Spin multiplicity ... 1
Energy relative to the best compared isomer or geometry (same formula, charge and spin) ... 105.66 kJ/mol
Charge ... 0


no.,total energy (Ha)
1,-757.0227
2,-1358.9883
3,-1462.2963
4,-6763.8998
5,-48961.0480
6,-7232.8893
7,-7233.9678
8,-3954.3184